No. 1
Here is a molecular structure, C8H13N2S in a non-equilibrium geometry from the Open Molecules 2025 dataset. Energies are from ωB97M-V/def2-TZVPD.

CARTESIAN COORDINATES (ANGSTROEM)
C 2.67989 -0.67609 -1.82283
C 1.23180 -1.02199 -0.19315
C 0.60462 0.07497 -0.71365
C 0.70093 -1.74653 0.95802
C -1.07636 -0.03171 1.43636
C -0.70692 0.73346 -0.28039
C -0.62754 2.24992 -0.15926
C -1.76638 0.20500 -1.25746
N 2.38183 -1.38171 -0.79687
N 0.14170 -0.65987 1.87764
S 1.55125 0.64129 -2.05545
H 3.53505 -0.89051 -2.41095
H -0.08152 -2.43880 0.62638
H 1.51015 -2.27302 1.39721
H -1.56895 0.77557 1.99816
H -1.82987 -0.75802 1.50601
H -1.51808 2.98177 -0.08682
H -0.18598 2.67067 -1.05552
H -0.07842 2.38815 0.78931
H -1.77000 -0.90016 -1.09772
H -1.43032 0.36605 -2.29638
H -2.63482 0.85270 -0.99558
H -0.02604 -1.09319 2.84163
H 0.96395 -0.06795 1.79131

Summary:
2S+1 = 1
net charge = +1
HOMO energy = -13.07 eV
energy relative to the best compared isomer or geometry (same formula, charge and spin) = 162.5 kJ/mol
gap between HOMO and LUMO = 9.83 eV

No. 2
Here is 2 unconnected molecules or ions with the total composition CH5N2O in a non-equilibrium geometry from the Open Molecules 2025 dataset. Energies are from ωB97M-V/def2-TZVPD.

CARTESIAN COORDINATES (ANGSTROEM)
O 0.58282 1.32152 1.93690
H 0.08367 0.56287 2.19881
N -0.89674 0.25670 -1.51127
C -0.50126 -0.60929 -0.60353
N 0.67712 -1.17604 -0.40708
H -0.00266 0.63063 -1.86550
H 0.76740 1.13271 1.01718
H -1.30025 -0.84382 0.14333
H 0.64278 -1.95561 0.23118

Summary:
2S+1 = 1
net charge = -1
HOMO energy = -2.59 eV
energy relative to the best compared isomer or geometry (same formula, charge and spin) = 48.5 kJ/mol
gap between HOMO and LUMO = 7.28 eV

No. 3
Here is a single C8H12O2 molecule in a non-equilibrium geometry from the Open Molecules 2025 dataset. Energies are from ωB97M-V/def2-TZVPD.

CARTESIAN COORDINATES (ANGSTROEM)
C -2.49041 -0.34430 0.57302
C -1.26101 0.34711 0.23389
C -1.04451 1.68220 0.11501
C 0.34488 1.97493 -0.09319
C 1.06353 0.83622 0.00728
C 2.54517 0.57488 -0.13033
O 2.86037 -0.72855 0.25378
C -0.01350 -0.45402 -0.02023
C -0.03240 -1.24238 -1.36028
O 0.33089 -1.45641 0.98639
H -2.25813 -1.41754 0.40965
H -3.34517 -0.07510 -0.07121
H -2.82205 -0.29693 1.62003
H -1.87330 2.37417 0.20943
H 0.73046 2.92922 -0.03592
H 2.94012 1.27980 0.69265
H 2.83233 0.94093 -1.02993
H 2.07158 -1.12578 0.68984
H -0.45824 -0.67201 -2.27304
H -0.87417 -2.00347 -1.13351
H 0.82499 -1.85836 -1.53243
H -0.07138 -1.26461 1.88911

Summary:
2S+1 = 1
net charge = 0
HOMO energy = -8.05 eV
SMILES string = CC1=CC=C(CO)[C@@]1(C)O
energy relative to the best compared isomer or geometry (same formula, charge and spin) = 233.3 kJ/mol
gap between HOMO and LUMO = 8.57 eV

No. 4
Here is a molecular structure, C34H55ClN6O4P2RuSb in a non-equilibrium geometry from the Open Molecules 2025 dataset. Energies are from ωB97M-V/def2-TZVPD.

CARTESIAN COORDINATES (ANGSTROEM)
Ru 0.27586 0.62875 -0.90412
Cl -4.09374 -7.63348 3.56058
C -3.08403 -6.34978 2.82485
C -3.11300 -6.20037 1.39023
C -2.39146 -5.11537 0.88540
C -1.93062 -3.98387 1.73742
O -1.71021 -2.85241 1.21002
C -1.91187 -4.24535 3.16841
C -1.12307 -3.28475 3.97563
O -0.60279 -3.42756 5.05867
C -2.45537 -5.43781 3.66833
H -3.65916 -6.93998 0.82539
H -2.34871 -4.83945 -0.18701
H -1.10980 -2.25676 3.48569
H -2.49232 -5.57581 4.77535
C -2.36338 0.46221 1.42759
P -1.79044 1.14475 -0.18876
C -1.66983 2.95976 0.22436
N -2.17323 3.49849 1.33434
C -2.10449 4.88091 1.33322
C -2.67231 5.54583 2.43646
C -2.90793 6.91635 2.48168
C -2.48580 7.70612 1.39961
C -1.91458 7.12424 0.29191
C -1.66792 5.69446 0.22096
N -1.10098 5.07362 -0.83384
C -0.94598 3.74268 -0.73613
P 0.47946 2.82220 -1.51919
C 0.13834 3.02803 -3.37830
C 1.97354 3.95813 -1.39455
C 2.14358 3.98639 0.13199
C 1.81002 5.39681 -1.95942
C 3.21133 3.27739 -2.04163
C -3.30772 0.97561 -1.32884
C -2.99474 1.57009 -2.69929
C -3.84955 -0.50666 -1.46346
C -4.43799 1.76227 -0.62779
H -3.39503 0.72060 1.77362
H -1.66274 0.76441 2.19519
H -2.34791 -0.62368 1.29723
H -3.04999 4.95950 3.25189
H -3.44327 7.35266 3.33941
H -2.60437 8.77875 1.44726
H -1.46931 7.76863 -0.58046
H 0.83977 3.76877 -3.78581
H -0.88977 3.38956 -3.53460
H 0.38181 2.03664 -3.82994
H 1.32433 4.54718 0.60801
H 3.01070 4.58007 0.44970
H 2.25509 2.92883 0.49353
H 0.78754 5.66233 -1.72238
H 2.13402 5.60335 -2.98628
H 2.29534 6.04549 -1.30026
H 3.10768 3.42353 -3.12652
H 3.36260 2.19349 -1.82422
H 4.11533 3.75984 -1.62825
H -2.33504 0.86435 -3.25621
H -2.54801 2.61773 -2.62709
H -3.89769 1.74629 -3.28930
H -3.98986 -1.00449 -0.51689
H -3.05949 -1.09093 -1.92430
H -4.71691 -0.57684 -2.11329
H -4.22458 2.77065 -0.29854
H -4.89977 1.13128 0.14265
H -5.18423 1.74940 -1.46532
N -0.07226 -1.48163 -1.13601
C 1.07387 -2.37101 -1.38558
C 0.91506 -3.36761 -2.58596
C 0.83960 -4.90614 -2.21626
C 2.25836 -5.54675 -1.94734
N 3.04027 -4.82396 -0.95921
C 3.94770 -5.29964 -0.13237
N 3.91705 -6.57971 0.36294
N 4.79820 -4.36850 0.36716
C 2.38949 -1.58070 -1.46072
O 3.48645 -2.24662 -1.47445
O 2.31628 -0.26833 -1.43376
H -0.55856 -1.85615 -0.34097
H -0.73527 -1.63634 -1.89068
H 1.26954 -2.97578 -0.46170
H 1.77110 -3.27220 -3.27729
H 0.04981 -2.99822 -3.17911
H 0.40239 -5.45134 -3.03298
H 0.17362 -5.11984 -1.36453
H 2.85445 -5.64384 -2.88035
H 2.05760 -6.55907 -1.50785
H 3.23250 -3.71614 -1.04375
H 3.07396 -7.08473 0.38145
H 4.55148 -6.87005 1.09041
H 4.78361 -3.55267 -0.18654
H 5.76852 -4.60573 0.68735
C 4.15609 0.84169 1.09741
Sb 1.99455 0.59855 1.22486
C 1.73915 -1.46739 2.02000
C 1.60478 1.72263 2.96857
H 4.53722 0.81902 2.12802
H 4.43730 1.79129 0.64219
H 4.53637 -0.00090 0.51295
H 2.77929 -1.84195 2.01080
H 1.02582 -2.18860 1.66732
H 1.50366 -1.34459 3.09003
H 2.01979 2.71290 2.83236
H 2.04257 1.31643 3.91073
H 0.50326 1.85056 3.12827

Summary:
2S+1 = 6
net charge = +2
HOMO energy (alpha / beta) = -10.78 / -12.93 eV
⟨S²⟩ = 8.8094
gap between HOMO and LUMO (alpha / beta) = 5.68 / 5.77 eV

No. 5
Here is 12 unconnected molecules or ions with the total composition C5H35N2O12 in a non-equilibrium geometry from the Open Molecules 2025 dataset. Energies are from ωB97M-V/def2-TZVPD.

CARTESIAN COORDINATES (ANGSTROEM)
N -0.77726 0.50677 1.83718
C 0.25813 0.50836 0.69347
C -0.15535 1.62136 -0.26077
C 0.04631 -0.84207 -0.03512
N 0.59564 -1.02113 -1.26858
C -0.12359 -1.92623 -2.13648
C 1.90054 -0.51610 -1.62294
O -0.83506 -1.59998 0.35195
H -0.18553 0.83097 2.60593
H -1.15561 -0.43779 1.92442
H -1.52440 1.20663 1.66151
H 1.22442 0.66250 1.13827
H -0.95667 1.25585 -0.90735
H 0.64389 1.84571 -0.96431
H -0.39730 2.59827 0.12622
H -1.18403 -1.67335 -2.25570
H -0.27967 -2.86951 -1.60846
H 0.42570 -2.10896 -3.05258
H 1.85962 0.25216 -2.40683
H 2.53864 -1.35961 -1.90233
H 2.32499 0.04625 -0.80352
H -4.76328 -0.10747 2.60619
H -3.47111 -0.84533 2.39774
O -3.88070 -0.11845 2.91021
H 5.36734 -0.74466 -0.55028
H 5.34428 0.64785 0.00412
O 4.76351 -0.09532 -0.17506
H -3.10295 -2.76821 0.92100
H -3.39537 -1.25219 0.26640
O -3.31035 -1.84839 1.04137
H 2.93476 3.34907 -2.74866
H 1.45702 2.80098 -2.70966
O 2.35574 2.68246 -2.37138
H -3.40486 2.78196 2.83679
H -3.06129 1.41171 3.10443
O -2.60891 2.23613 2.78790
H 0.67313 -0.79626 -4.65794
H -0.61681 0.09566 -4.44276
O 0.12932 -0.09467 -5.01148
H 1.92814 -3.61176 2.87049
H 0.62492 -2.89740 3.38138
O 1.57047 -2.82672 3.29104
H -4.32861 -0.15078 -1.49093
H -3.59437 -1.46760 -1.83777
O -3.55127 -0.68029 -1.29585
H 3.70363 -0.71557 1.14173
H 2.81922 -1.37196 2.11768
O 2.78462 -0.63592 1.49698
H -0.56693 2.39856 -3.83356
H -0.09463 3.67361 -3.22973
O -0.49699 2.83535 -2.97685
H 0.66615 0.22713 4.90486
H 1.81260 0.16926 3.94434
O 1.07020 0.73913 4.19331

Summary:
2S+1 = 1
net charge = +1
HOMO energy = -11.92 eV
energy relative to the best compared isomer or geometry (same formula, charge and spin) = 233.1 kJ/mol
gap between HOMO and LUMO = 9.62 eV

No. 6
Here is 2 unconnected molecules or ions with the total composition C4H9BrO in a non-equilibrium geometry from the Open Molecules 2025 dataset. Energies are from ωB97M-V/def2-TZVPD.

CARTESIAN COORDINATES (ANGSTROEM)
C -1.78007 -0.15538 3.19081
C -1.61252 -0.68720 1.98841
Br -2.47541 -2.23211 1.46148
H -1.14152 0.68487 3.52868
H -2.65044 -0.15372 3.93328
H -0.73303 -0.57177 1.34553
C 1.67223 0.71307 -2.69575
C 1.80706 -0.02731 -1.37192
O 0.90264 0.40309 -0.41908
H 0.69694 0.79299 -3.12678
H 2.23018 1.63784 -2.58365
H 2.34249 0.15531 -3.46879
H 2.83579 0.01224 -1.05604
H 1.57137 -1.10107 -1.59699
H 0.76785 1.35628 -0.54091

Summary:
2S+1 = 1
net charge = 0
HOMO energy = -9.29 eV
SMILES string = C=CBr.CCO
energy relative to the best compared isomer or geometry (same formula, charge and spin) = 161.5 kJ/mol
gap between HOMO and LUMO = 10.15 eV

No. 7
Here is 3 unconnected molecules or ions with the total composition C4H13NO2 in a non-equilibrium geometry from the Open Molecules 2025 dataset. Energies are from ωB97M-V/def2-TZVPD.

CARTESIAN COORDINATES (ANGSTROEM)
C -3.48301 -1.17399 1.43277
C -2.12707 -1.34292 0.81923
C -1.68952 -0.87851 -0.29858
C -0.19973 -0.88144 -0.58999
N 0.75674 -1.71843 0.24760
H -4.27373 -1.74318 0.72165
H -3.33339 -1.68314 2.39891
H -3.86526 -0.27817 1.54415
H -1.48021 -2.15400 1.25796
H -2.29797 -0.17591 -0.84240
H -0.14138 -1.27311 -1.75480
H 0.21661 0.19035 -0.58907
H 0.85717 -1.38402 1.14697
H 0.60185 -2.77192 0.20303
O 4.90778 4.18353 0.08424
H 4.10033 4.54212 0.46151
H 4.95900 4.15835 -0.85038
O 1.86266 1.39979 -1.63268
H 2.54577 1.95014 -1.26331
H 2.08337 1.03445 -2.49682

Summary:
2S+1 = 1
net charge = 0
HOMO energy = -8.90 eV
SMILES string = C/C=C/CN.O.O
energy relative to the best compared isomer or geometry (same formula, charge and spin) = 263.1 kJ/mol
gap between HOMO and LUMO = 9.44 eV

Number 1: energy -22313.7941 eV. Number 2: energy -6145.7970 eV. Number 3: energy -12583.0204 eV. Number 4: energy -93483.3902 eV. Number 5: energy -33298.1497 eV. Number 6: energy -76382.1059 eV. Number 7: energy -9941.4695 eV.